{
  "formula": "C3H10NO",
  "method": "ωB97M-V with the def2-TZVPD basis set",
  "charge": 1,
  "relative_energy_kcal_mol": 23.9,
  "lumo_energy_ev": -4.86,
  "homo_lumo_gap_ev": 10.348,
  "spin_multiplicity": 1,
  "elements": ["C", "N", "H", "H", "H", "H", "C", "O", "C", "H", "H", "H", "H", "H", "H"],
  "coordinates": [[-0.20, 1.50, -1.95], [-0.55, 0.30, -1.74], [-0.67, 2.03, -2.78], [0.51, 2.00, -1.31], [-0.13, -0.36, -0.99], [-1.30, -0.07, -2.32], [0.43, -0.95, 1.59], [0.58, -1.09, 0.11], [-0.33, 0.33, 1.90], [-0.20, -1.81, 1.80], [1.43, -0.90, 2.01], [1.44, -1.52, -0.05], [-1.14, 0.46, 1.19], [-0.76, 0.31, 2.89], [0.38, 1.16, 1.86]],
  "lowdin_charge": [0.142, 0.179, 0.120, 0.120, 0.079, 0.157, -0.199, -0.131, -0.074, 0.120, 0.123, 0.123, 0.071, 0.089, 0.081]
}